Formula: C7H32O11
Source: OMol25
Level of theory: the ωB97M-V functional and the def2-TZVPD basis

Values from the calculation:
SMILES	C=CC(=C)C(=C)C.O.O.O.O.O.O.O.O.O.O.O
E_LUMO	-0.08	eV
ΔE to the lowest compared entry with this formula, charge and spin	5.141	eV

Geometry as ORCA input:
```
! wB97M-V def2-TZVPD RIJCOSX def2/J DEFGRID3
* xyz 0 1
C 1.967 -1.316 -1.287
C 0.902 -0.554 -1.034
C -0.276 -0.460 -1.887
C -1.020 -1.292 -2.626
C -0.977 0.874 -1.563
C -1.127 1.806 -2.490
C -1.462 1.107 -0.164
H 2.785 -1.563 -0.604
H 1.985 -2.023 -2.146
H 1.208 0.236 -0.328
H -0.840 -2.305 -2.917
H -1.960 -0.880 -2.992
H -0.691 1.653 -3.453
H -1.661 2.705 -2.180
H -1.322 0.219 0.428
H -2.533 1.302 -0.172
H -0.891 1.918 0.315
O 1.589 2.723 -2.822
H 1.643 2.648 -1.836
H 1.962 3.544 -3.157
O -1.757 0.009 4.164
H -1.862 -0.925 3.870
H -0.847 0.209 4.405
O 0.951 -1.260 3.600
H 0.292 -1.654 3.017
H 1.685 -1.862 3.395
O 1.279 -3.912 3.186
H 1.735 -4.665 2.803
H 0.365 -3.998 2.923
O 3.102 0.559 -3.254
H 2.768 1.460 -3.261
H 2.414 -0.033 -3.583
O -0.320 -4.373 1.155
H -0.835 -3.638 0.831
H -0.227 -5.126 0.572
O 0.782 0.652 -5.051
H 0.124 0.137 -4.565
H 1.024 1.374 -4.455
O -0.844 3.295 0.822
H -0.971 3.130 1.790
H -1.057 4.239 0.837
O 1.557 2.544 -0.139
H 2.088 3.347 -0.069
H 0.689 2.776 0.264
O -1.338 -2.700 4.332
H -0.742 -2.032 4.690
H -0.902 -3.232 3.683
O -2.518 2.026 2.331
H -3.273 2.089 1.738
H -2.643 1.219 2.882
*
```